Entry 1:
Molecular formula: C44H68FN10O5S2Si
Method: DFT, wB97M-V/def2-TZVPD

Cartesian coordinates (Å):
C -3.5893 -1.4533 3.5299
C -2.7094 -1.7558 4.7576
C -1.2748 -1.2964 4.4712
C -0.2278 -1.8613 5.4236
C 1.1955 -1.3284 5.1694
C 1.7067 -1.6695 3.7567
C 1.7773 -0.4702 2.7755
C 3.1883 0.1466 2.7927
C 3.5172 0.9770 4.0633
C 4.4827 2.1344 3.7427
C 3.7984 3.4705 3.6407
O 3.4735 4.1595 4.5595
O 3.5317 3.8563 2.3397
O 0.7898 0.4641 3.1190
C 0.7908 1.6255 2.3147
N 0.9739 1.3138 0.8816
C 0.6179 -0.0271 0.6948
N -0.3880 -0.2912 -0.0665
S -0.9524 -1.9368 -0.2288
Si -1.2813 1.0654 -1.0163
C -2.5137 0.2696 -2.1746
C -0.1234 2.0694 -2.0751
C -2.2482 2.0660 0.2362
N 1.3333 -1.0047 1.3987
S 2.5020 -1.6733 0.4029
O 3.2949 -0.6434 -0.1725
O 1.8611 -2.5504 -0.5057
F 3.3219 -2.5501 1.3560
H -3.2743 -2.0729 2.6856
H -4.6508 -1.5449 3.7477
H -3.3787 -0.4135 3.2569
H -3.0849 -1.1167 5.5586
H -2.7656 -2.8062 5.0409
H -1.0107 -1.5164 3.4289
H -1.2548 -0.2044 4.5450
H -0.5110 -1.7245 6.4680
H -0.1564 -2.9460 5.2678
H 1.8382 -1.8646 5.8723
H 1.2863 -0.2757 5.4276
H 2.7207 -2.0549 3.8443
H 1.0858 -2.4495 3.3153
H 3.9525 -0.6255 2.7290
H 3.3790 0.7969 1.9374
H 4.0682 0.3170 4.7337
H 2.6322 1.3023 4.6060
H 5.0226 1.9591 2.8122
H 5.2387 2.2292 4.5207
H 2.6730 4.2994 2.3417
H 1.5299 2.3554 2.6392
H -0.1920 2.0785 2.4402
H 1.9317 1.4703 0.5725
H -2.0714 -1.7913 0.5131
H -3.2526 1.0488 -2.3854
H -3.0662 -0.5557 -1.7276
H -2.0580 -0.0134 -3.1223
H 0.8579 2.2592 -1.6408
H 0.0473 1.6132 -3.0507
H -0.5912 3.0479 -2.2151
H -1.5920 2.7799 0.7356
H -3.0700 2.5877 -0.2486
H -2.6519 1.3851 0.9922
N -1.8413 1.8606 -5.6422
C -1.9284 3.2211 -5.4821
C -3.2538 3.5543 -5.4564
C -4.0001 2.3506 -5.6001
C -3.1047 1.3234 -5.7104
H -0.9833 1.3446 -5.6959
H -1.0420 3.8275 -5.4033
H -3.6485 4.5503 -5.3465
H -5.0724 2.2533 -5.6196
H -3.2531 0.2626 -5.8294
N 1.3215 2.7097 -7.9356
C 2.1082 3.1521 -8.9676
C 1.2912 3.4136 -10.0337
C -0.0414 3.1244 -9.6310
C 0.0089 2.6940 -8.3335
H 1.6537 2.4427 -7.0267
H 3.1752 3.2439 -8.8545
H 1.6112 3.7759 -10.9960
H -0.9331 3.2234 -10.2265
H -0.7668 2.3802 -7.6604
N -0.9819 -1.3608 -6.6456
C -1.3079 -1.9306 -7.8480
C -1.0597 -3.2742 -7.7469
C -0.5699 -3.5242 -6.4321
C -0.5370 -2.3220 -5.7838
H -1.0529 -0.3901 -6.4175
H -1.6844 -1.3356 -8.6623
H -1.2123 -4.0000 -8.5274
H -0.2759 -4.4740 -6.0182
H -0.2376 -2.0587 -4.7834
N 8.5113 0.2714 0.8197
C 8.4061 1.6080 1.0860
C 7.0791 1.9416 1.0437
C 6.3563 0.7531 0.7413
C 7.2703 -0.2595 0.6099
H 9.3728 -0.2423 0.7802
H 9.2801 2.2057 1.2788
H 6.6719 2.9265 1.2064
H 5.2901 0.6516 0.6297
H 7.1440 -1.3047 0.3845
N -7.6715 -0.3402 3.5208
C -8.7155 -0.7658 4.2977
C -9.0831 0.2721 5.1101
C -8.2308 1.3695 4.8102
C -7.3726 0.9618 3.8255
H -7.1996 -0.8962 2.8333
H -9.1045 -1.7652 4.2059
H -9.8762 0.2497 5.8382
H -8.2487 2.3454 5.2653
H -6.5793 1.4824 3.3165
N -1.9122 -5.1614 6.8558
C -1.2051 -4.6911 7.9311
C -1.8163 -5.1479 9.0668
C -2.9346 -5.9265 8.6625
C -2.9661 -5.9180 7.2947
H -1.6921 -4.9813 5.8948
H -0.3320 -4.0757 7.7959
H -1.4983 -4.9484 10.0761
H -3.6338 -6.4353 9.3042
H -3.6436 -6.3830 6.5993
N 3.1188 0.4576 -5.8418
C 2.1308 -0.3866 -5.4104
C 2.2535 -0.5092 -4.0527
C 3.3531 0.2974 -3.6465
C 3.8689 0.8771 -4.7750
H 3.2746 0.7186 -6.7997
H 1.4302 -0.8182 -6.1018
H 1.6217 -1.1103 -3.4172
H 3.7215 0.4307 -2.6426
H 4.6993 1.5491 -4.9091

Output
- 2S+1: 1
- DFT total energy: -104127.321 eV
- Gap between HOMO and LUMO: 5.5 eV
- Total charge: +1
- HOMO energy: -9.842 eV

These are the Löwdin partial charges, in e, on atoms 1 to 8: C -0.104; C -0.236; C -0.232; C -0.199; C -0.162; C -0.083; C -0.407; C -0.112



Entry 2:
Molecular formula: C44H70KN5OPS
Method: DFT, wB97M-V/def2-TZVPD

Cartesian coordinates (Å):
K -0.0856 0.5682 0.8653
C 0.6885 3.6204 0.7646
C -0.0962 3.4047 1.9315
C 0.6895 2.5868 2.8164
C 1.9316 2.3580 2.1543
C 1.9407 2.9923 0.9010
C 3.1112 3.1515 -0.0497
C 3.6374 4.5942 0.0374
C 2.6830 2.8801 -1.4960
C 4.2567 2.2062 0.3222
C 0.5107 2.0896 4.2655
C 1.0523 3.1497 5.2445
C -0.9244 1.7172 4.6733
C 1.3328 0.8032 4.4935
C -1.4789 4.0561 2.0747
C -2.6256 3.0246 2.0778
C -1.7584 4.9837 0.8813
C -1.5544 4.9539 3.3213
H 0.3998 4.2224 -0.0877
H 2.7692 1.8120 2.5680
H 2.8541 5.3024 -0.2540
H 4.5056 4.7405 -0.6231
H 3.9343 4.8264 1.0664
H 1.8713 3.5557 -1.7949
H 2.3261 1.8567 -1.6179
H 3.5242 3.0295 -2.1889
H 4.6649 2.4564 1.3093
H 5.0673 2.2867 -0.4132
H 3.9210 1.1651 0.3548
H 0.4754 4.0785 5.1840
H 2.0913 3.3865 4.9927
H 1.0141 2.7838 6.2823
H -1.6138 2.5609 4.6412
H -0.9174 1.3436 5.7037
H -1.3167 0.9135 4.0369
H 2.4092 0.9789 4.4045
H 1.0467 0.0180 3.7849
H 1.1390 0.4208 5.5023
H -2.6407 2.4862 1.1229
H -3.5967 3.5268 2.1976
H -2.5261 2.2719 2.8583
H -1.7766 4.4270 -0.0610
H -1.0035 5.7732 0.8019
H -2.7389 5.4550 1.0156
H -1.4264 4.3950 4.2477
H -2.5240 5.4697 3.3679
H -0.7605 5.7074 3.2761
O -2.1621 -0.3048 1.9868
N -3.0891 -1.2018 2.2095
C -4.2960 -0.9934 1.6256
C -5.3403 -1.8750 1.7185
C -5.1478 -3.0380 2.4657
C -3.9477 -3.2249 3.1124
C -2.8773 -2.2924 3.0594
S -1.4429 -2.4551 3.9515
H -4.3442 -0.0690 1.0692
H -6.2699 -1.6559 1.2112
H -5.9360 -3.7793 2.5456
H -3.7716 -4.1025 3.7158
C 5.3653 -2.9756 -1.4202
C 4.4675 -1.8119 -1.7741
N 3.6271 -1.4827 -0.6287
C 3.0377 -2.4584 0.1713
N 2.0214 -2.1517 0.8902
C 1.4084 -3.1535 1.7578
C 2.3445 -4.2950 2.1083
C 2.9757 -4.7981 0.8301
N 3.6859 -3.7086 0.1790
C 4.4688 -4.1108 -0.9766
H 6.0370 -2.7047 -0.6008
H 5.9601 -3.2738 -2.2849
H 3.8638 -2.0645 -2.6478
H 5.0443 -0.9245 -2.0319
H 2.9544 -0.7506 -0.8334
H 0.5048 -3.5502 1.2776
H 1.0573 -2.6622 2.6601
H 1.8099 -5.0959 2.6250
H 3.1382 -3.9280 2.7669
H 2.1976 -5.2112 0.1716
H 3.6966 -5.5954 1.0247
H 3.8232 -4.4078 -1.8170
H 5.0488 -4.9881 -0.6897
C -4.4381 -1.1952 -2.0817
C -3.3282 -0.4513 -2.8301
C -3.4863 -0.6865 -4.3346
C -3.5673 1.0487 -2.5601
P -1.6332 -0.8607 -2.0261
C -0.3313 -0.2773 -3.2533
C -0.3500 1.2062 -3.4276
C 0.1021 1.8058 -4.5662
C 0.4969 1.0618 -5.6998
C 0.3022 -0.3381 -5.6593
C -0.1792 -0.9729 -4.5450
C -1.4865 -2.7561 -1.9592
C -0.0047 -3.1578 -1.8424
C -2.1460 -3.1581 -0.6212
C -2.1160 -3.5687 -3.0930
H -5.4113 -0.7683 -2.3650
H -4.3255 -1.0918 -1.0023
H -4.4673 -2.2618 -2.3134
H -4.4557 -0.2740 -4.6583
H -3.4756 -1.7492 -4.5919
H -2.7007 -0.1919 -4.9035
H -4.5917 1.3105 -2.8634
H -2.8786 1.6743 -3.1247
H -3.4538 1.2860 -1.4957
H -0.5644 1.8072 -2.5492
H 0.1713 2.8896 -4.5928
H 0.8598 1.5520 -6.5932
H 0.4989 -0.9265 -6.5512
H -0.3236 -2.0460 -4.5757
H 0.4889 -2.6454 -1.0119
H 0.5655 -2.9364 -2.7485
H 0.0438 -4.2427 -1.6643
H -1.6839 -2.6302 0.2202
H -2.0152 -4.2367 -0.4578
H -3.2180 -2.9448 -0.5982
H -1.6944 -3.3228 -4.0707
H -3.1971 -3.4439 -3.1485
H -1.9186 -4.6325 -2.9011
N 2.2192 -0.4098 -2.9794
C 1.1450 -0.4451 -2.3395
H 2.1525 -0.3150 -4.0068

Output
- 2S+1: 2
- ⟨S²⟩: 0.77
- DFT total energy: -92709.823 eV
- Energy relative to the best compared isomer or geometry (same formula, charge and spin): 65.5 kJ/mol
- Gap between HOMO and LUMO (alpha / beta): 4.8 / 5.5 eV
- Total charge: -2
- HOMO energy (alpha / beta): -0.737 / -1.436 eV

These are the Löwdin partial charges, in e, on atoms 1 to 8: K 0.628; C -0.092; C -0.197; C -0.215; C -0.106; C -0.272; C -0.564; C -0.069



Summary of largest force on an atom in eV/Å
2.72 1.02
(order as listed above)